No. 1
The following is a quantum chemistry calculation of a cluster of 4 separate species, C19H39INO6PS3 in total at a distorted geometry, from the OMol25 dataset.

```
! RIJCOSX wB97M-V def2-TZVPD def2/J DEFGRID3
* xyz 0 1
H -1.171 -0.064 -0.374
P 0.545 -1.607 -1.008
H -0.498 6.496 -2.347
C -0.131 -0.170 -0.062
C 0.827 6.185 -0.674
H 0.772 -8.489 -0.342
S -0.276 6.849 0.565
O 3.980 -5.351 -1.226
H -0.153 -0.314 1.024
C -2.474 2.633 2.306
C 2.475 -8.737 -1.690
S 3.873 -6.716 -0.774
H 1.854 -3.534 -0.424
C 3.555 -7.778 -2.179
H 4.337 -3.514 0.468
H -1.422 2.352 2.300
C 1.638 -2.596 0.112
H -1.692 8.411 -0.511
H 1.192 8.845 -1.362
O -2.137 2.625 -0.305
H 1.206 -2.899 1.063
C -2.710 4.117 2.572
C 0.225 8.379 -1.560
C 2.284 -6.968 0.028
H 0.894 -7.268 -1.600
C 3.963 -2.621 0.963
H 4.419 -2.331 1.904
H 2.916 -9.488 -1.030
H -1.351 -2.280 -2.275
C -4.290 3.767 0.708
C 2.953 -1.911 0.381
H -3.025 2.004 3.005
H 0.704 5.105 -0.728
H -2.499 -2.656 1.768
O 0.455 7.114 1.777
H -2.675 -1.777 -0.392
S -3.165 2.369 0.679
O -1.477 6.045 0.584
H -2.005 4.714 1.991
H 1.803 -6.005 0.176
C 1.475 -7.877 -0.905
H 3.188 -7.148 -2.989
H 4.477 -8.271 -2.475
H -0.156 1.809 -0.200
C -1.677 -2.927 1.112
H -0.560 -3.685 -1.548
O -3.912 1.135 0.664
H 1.844 6.433 -0.372
C -4.136 4.411 2.092
H -2.771 -3.510 -0.586
H 2.467 -7.441 0.991
H -0.376 9.220 0.375
H -4.333 5.480 2.047
H 1.197 6.802 -2.724
C 0.433 6.911 -1.956
I -1.184 -4.980 1.501
O 4.902 -7.319 0.035
H 1.243 1.256 0.332
H -0.254 8.948 -2.356
H -2.581 4.356 3.628
N 0.550 1.105 -0.396
C -2.091 -2.695 -0.328
H 1.999 -9.258 -2.519
C -0.943 -2.685 -1.350
H -4.856 3.972 2.786
H -5.300 3.407 0.526
H -3.989 4.447 -0.087
H 3.075 -0.881 0.047
H -0.824 -2.342 1.431
C -0.628 8.393 -0.284
*
```

The value obtained for the strongest force on any atom is 1.85 eV/Å. The calculation puts the calculated total energy at -84002.0219 eV.



No. 2
The following is a quantum chemistry calculation of a structure of composition C10H22B7F28Li4O3 at a distorted geometry, from the OMol25 dataset.

```
! RIJCOSX wB97M-V def2-TZVPD def2/J DEFGRID3
* xyz -3 1
H -2.910 10.971 -7.630
H 1.489 10.754 -5.749
F -0.766 17.591 -9.862
F 0.407 16.088 -12.423
F -1.329 13.947 -9.035
C 1.260 10.628 -6.808
F -0.083 13.847 -13.413
C -5.800 17.374 -8.087
F 0.449 19.312 -9.347
C -5.008 10.950 -8.061
H -4.853 10.689 -10.953
C -4.002 16.278 -9.002
B -0.428 10.312 -11.111
B -2.817 13.794 -12.848
Li 1.758 11.250 -10.260
H 0.183 10.539 -6.948
O 2.077 9.608 -8.844
C -6.260 16.618 -9.404
C 2.067 9.444 -7.432
H -5.729 11.670 -8.449
F -2.176 14.055 -11.712
F 4.220 12.144 -12.474
O -4.396 17.400 -8.110
H -4.392 8.943 -8.502
F -4.037 13.362 -12.440
B -0.009 14.120 -9.057
C -5.156 15.616 -9.632
H 3.071 9.459 -7.008
F 2.332 16.135 -13.592
H -5.100 10.867 -6.978
F -2.981 14.877 -13.688
B 1.735 16.403 -12.359
F 3.369 10.441 -11.256
H -3.599 9.589 -10.616
F 1.828 13.787 -14.723
F -2.224 12.731 -13.461
F 1.756 17.701 -11.920
F 0.427 13.585 -7.907
H -6.312 17.290 -10.261
F 0.589 13.333 -10.029
F 0.782 10.222 -11.639
F -0.974 9.109 -10.975
H -3.539 12.627 -7.891
H -7.209 16.127 -9.193
F 2.400 15.715 -11.334
F 3.318 12.490 -10.404
O -3.353 11.455 -9.605
F -0.417 10.941 -9.887
H 2.486 8.877 -9.313
Li -1.061 11.240 -14.017
F 0.390 15.433 -9.131
F -1.684 19.606 -8.957
H -4.874 15.364 -10.654
H -6.276 18.352 -8.016
F 1.795 13.434 -12.458
H 1.494 11.568 -7.307
H -3.346 16.622 -9.801
F 0.915 11.954 -13.802
F -0.908 19.503 -11.027
C -4.904 9.763 -9.005
H -3.475 15.504 -8.445
H -5.932 9.493 -9.245
H -5.387 14.689 -9.108
C -4.161 10.404 -10.160
B 3.995 11.657 -11.213
F -1.247 11.161 -11.865
Li -1.349 12.706 -10.633
H -6.045 16.737 -7.236
C -3.606 11.584 -8.203
Li -1.124 15.573 -13.539
F 5.173 11.463 -10.525
B -0.768 18.903 -9.769
H 1.528 8.527 -7.193
B 1.127 13.247 -13.649
*
```

The value obtained for the strongest force on any atom is 5.59 eV/Å. The calculation puts the calculated total energy at -98563.9122 eV.



No. 3
The following is a quantum chemistry calculation of a structure of composition C20H24BrF9N6O3Re at a distorted geometry, from the OMol25 dataset.

```
! RIJCOSX wB97M-V def2-TZVPD def2/J DEFGRID3
* xyz 2 2
C 0.955 -3.695 -0.705
H 1.559 -4.242 -1.426
Br 2.198 0.510 2.212
C 1.125 -2.199 -0.886
H 0.921 -1.907 -1.910
F 1.341 3.851 -0.955
H 0.808 5.182 3.107
C 0.134 -1.997 1.304
C 0.589 4.274 2.560
O -0.302 -0.621 -3.189
N 0.722 -3.136 1.662
H -3.693 0.701 0.996
C 2.190 1.796 -1.855
C 3.570 2.310 -1.327
H 1.118 -5.054 0.965
N -0.624 -1.335 2.181
H 0.044 -1.048 4.147
F 3.380 1.756 -3.960
H -0.092 -3.962 -0.864
H 2.306 3.202 3.301
C -0.705 -1.635 3.608
N -1.063 -0.290 -2.278
H -1.624 2.904 0.426
F 2.716 -0.132 -3.133
H -1.238 4.999 1.669
O 1.682 0.876 -0.979
C 1.433 3.182 2.666
H 2.159 -1.895 -0.685
C -0.541 4.179 1.761
H -0.357 -3.335 4.877
C 2.411 1.158 -3.280
F 1.304 3.675 -3.098
C 0.803 -3.514 3.078
H -1.043 -0.474 1.866
N -2.225 0.333 -0.216
F -0.079 2.498 -1.882
H -4.065 -0.604 -3.752
H -4.975 0.385 -2.124
Re -0.233 0.404 -0.540
C -4.529 0.264 -1.141
C 1.132 2.038 1.950
C -2.395 -0.208 -2.453
C 1.385 -4.030 0.706
H -1.692 -1.341 3.959
F 3.972 3.387 -1.994
H 1.680 -3.039 3.526
H -4.948 -0.642 -0.693
C 1.223 3.007 -1.977
N 0.245 -1.481 0.043
H -4.838 1.121 -0.538
C -3.054 0.149 -1.258
C -2.983 -0.528 -3.782
H -2.692 0.229 -4.514
H 0.946 -4.591 3.132
N 0.070 1.951 1.132
F 3.470 2.636 -0.027
H -1.306 -3.693 3.430
H -2.570 -1.469 -4.148
F 4.479 1.345 -1.435
C -0.464 -3.117 3.817
O -2.734 0.587 1.044
F 1.280 1.243 -4.000
C -0.759 3.011 1.069
H 2.470 -3.933 0.807
*
```

The value obtained for the strongest force on any atom is 1.67 eV/Å. For the relative energy (zero: lowest compared OMol25 entry of this formula, charge and spin), the calculation gives 17.00 kcal/mol.